No. 1
Here is C6HCeO6 as an isolated structure from the OMol25 dataset. Energies are from the ωB97M-V functional and the def2-TZVPD basis.

## Properties
HOMO-LUMO gap (alpha / beta) = 7.2192 / 7.2080 eV
HOMO energy (alpha / beta) = -23.5345 / -23.5391 eV
electronic energy = -1154.374501 Eh
maximum force = 8.4 eV Å⁻¹
ΔE to the lowest compared entry with this formula, charge and spin = 67.1 kJ/mol

Structure (ORCA input):
```
! RIJCOSX wB97M-V def2-TZVPD def2/J DEFGRID3
* xyz 3 1
O -1.3312 1.0288 -1.8539
C -0.0666 1.0474 -1.5630
Ce -0.6642 -0.7014 -0.0172
O -2.4254 -4.1179 -0.0791
C -1.9214 -3.1090 -0.1511
C 0.4955 1.4397 0.0525
O 1.2597 2.3521 0.1900
C -1.3487 1.1802 1.6531
O -1.7540 2.0806 2.2367
C 1.6518 -0.6762 -1.2229
O 2.6511 -0.3602 -1.7191
H 0.5691 1.4853 -2.3360
O 1.8236 -0.7965 2.8327
C 1.0609 -0.8529 1.9773
*
```

No. 2
Here is C48H31FeN13 as an isolated structure from the OMol25 dataset. Energies are from the ωB97M-V functional and the def2-TZVPD basis.

## Properties
HOMO-LUMO gap (alpha / beta) = 5.7799 / 6.8900 eV
<S²> = 8.81
HOMO energy (alpha / beta) = -8.3296 / -10.7260 eV
electronic energy = -3823.209162 Eh
maximum force = 0.4 eV Å⁻¹

Structure (ORCA input):
```
! RIJCOSX wB97M-V def2-TZVPD def2/J DEFGRID3
* xyz 1 6
Fe -0.1024 -0.0635 0.1595
C 3.2170 3.3535 -4.3546
C 2.3789 2.6271 -5.2245
C 1.6212 1.5686 -4.7711
C 1.6997 1.2510 -3.4147
C 1.0557 0.2528 -2.6157
N 0.3628 -0.7705 -3.1532
C -0.4473 -1.4868 -2.4504
C -1.0885 -2.7016 -2.9829
C -0.9192 -3.3826 -4.1734
C -1.7027 -4.5153 -4.3649
C -2.6229 -4.9319 -3.4009
C -2.7928 -4.2295 -2.2130
C -1.9996 -3.1128 -2.0302
C -1.9166 -2.1417 -0.9229
N -2.7346 -2.1751 0.0763
C -2.6448 -1.3288 1.1286
N -1.5910 -0.5388 1.5045
C -1.8975 -0.1108 2.7940
N -1.0432 0.4236 3.7043
C -0.1165 1.2515 3.3685
N -0.2064 2.0176 2.2462
C 2.1818 1.9415 2.0522
N 3.1478 1.6980 -0.2102
C 2.3553 1.3551 -1.2624
N 1.4075 0.3884 -1.2902
C 2.5351 1.9668 -2.5509
C 3.3147 3.0296 -3.0175
C 2.2657 1.7189 3.4727
C 3.4866 1.6915 4.1645
C 3.5079 1.4131 5.5167
C 2.3279 1.1297 6.2058
C 1.1213 1.1123 5.5309
C 1.0928 1.4188 4.1768
C -3.1985 -0.5655 3.1853
C -3.9379 -0.4032 4.3580
C -5.1719 -1.0165 4.4139
C -5.6585 -1.7867 3.3398
C -4.9190 -1.9618 2.1881
C -3.6784 -1.3290 2.1267
N -0.9322 -1.2209 -1.1858
H 3.7996 4.1754 -4.7491
H 2.3377 2.9082 -6.2684
H 0.9803 1.0028 -5.4338
H -0.2102 -3.0461 -4.9174
H -1.6017 -5.0853 -5.2790
H -3.2172 -5.8167 -3.5874
H -3.5104 -4.5359 -1.4643
H 3.9756 3.5963 -2.3706
H 4.4119 1.9230 3.6523
H 4.4518 1.4152 6.0454
H 2.3607 0.9080 7.2635
H 0.1989 0.8479 6.0293
H -3.5543 0.1752 5.1876
H -5.7804 -0.9142 5.3027
H -6.6294 -2.2559 3.4281
H -5.2773 -2.5664 1.3664
C 0.7784 3.4140 0.6263
N 0.9521 2.2420 1.4722
C 3.1212 1.1875 1.1438
C 2.7468 -0.2797 1.1664
N 1.5262 -0.7281 1.3311
C 1.6238 -2.1208 1.2374
C 0.6327 -3.0987 1.3330
C 1.0250 -4.4102 1.1744
C 2.3684 -4.7524 0.9387
C 3.3584 -3.7961 0.8582
C 2.9509 -2.4742 1.0080
N 3.6431 -1.2717 0.9783
C -0.1576 3.0761 -0.4963
N -0.8631 1.9739 -0.5568
C -1.6082 2.0806 -1.7401
C -2.5525 1.2199 -2.2988
C -3.1090 1.5851 -3.5068
C -2.7518 2.7801 -4.1524
C -1.8423 3.6561 -3.5964
C -1.2914 3.2786 -2.3780
N -0.3696 3.8998 -1.5460
H 1.7471 3.7226 0.2410
H 0.3698 4.2378 1.2241
H -0.9941 1.8149 1.6373
H 4.1373 1.2723 1.5343
H 3.8921 2.3375 -0.4293
H -0.3959 -2.8339 1.5351
H 0.2864 -5.1976 1.2398
H 2.6328 -5.7946 0.8223
H 4.3912 -4.0649 0.6831
H 4.6340 -1.1519 0.8547
H -2.8407 0.3067 -1.7989
H -3.8432 0.9388 -3.9684
H -3.2096 3.0239 -5.1016
H -1.5768 4.5834 -4.0858
H 0.0952 4.7755 -1.7131
*
```

No. 3
Here is C52H48Cl2LuN3O2Si as an isolated structure from the OMol25 dataset. Energies are from the ωB97M-V functional and the def2-TZVPD basis.

## Properties
HOMO-LUMO gap = 3.8269 eV
HOMO energy = -0.1203 eV
electronic energy = -4770.526849 Eh
maximum force = 3.9 eV Å⁻¹
ΔE to the lowest compared entry with this formula, charge and spin = 0.0 kJ/mol

Structure (ORCA input):
```
! RIJCOSX wB97M-V def2-TZVPD def2/J DEFGRID3
* xyz -2 1
Lu -0.3533 1.2344 -1.2955
Cl -1.6517 5.0434 -4.2272
C -2.0139 5.1169 -2.5849
C -2.5956 6.1750 -1.9492
C -2.9966 6.1497 -0.6024
Cl -3.7886 7.5351 0.0783
C -2.6119 5.0638 0.2069
C -2.9846 4.8603 1.5762
C -2.5271 3.7171 2.2369
C -1.7237 2.7748 1.5689
N -1.4156 2.9086 0.2895
C -1.8287 4.0045 -0.3766
C -1.6250 3.9833 -1.7953
O -1.0213 2.9544 -2.3126
H -2.7955 7.0864 -2.4998
H -3.6596 5.6009 2.0701
H -2.7381 3.5808 3.3101
H -1.3014 1.8871 2.0121
N -0.5116 -0.0489 0.5486
C -1.1736 -0.5397 1.3968
N -1.9588 -1.2078 2.1746
C -2.1270 -2.6619 1.9297
C -3.1699 -3.3011 2.8490
C -4.3597 -2.3497 3.1889
C -3.9074 -1.0121 3.7533
C -2.4485 -0.6173 3.4190
H -1.1398 -3.1493 2.0966
H -2.3687 -2.7705 0.8759
H -2.6970 -3.6397 3.7640
H -3.5899 -4.2129 2.4094
H -5.0593 -2.8743 3.8464
H -4.9145 -2.1410 2.2623
H -4.0582 -0.9504 4.8300
H -4.5982 -0.2227 3.3973
H -1.7899 -0.8717 4.2668
H -2.4070 0.4711 3.2924
C 2.4288 -1.1965 -2.6649
C 2.0034 0.0704 -3.4056
C 1.0079 -0.0800 -4.5471
C 3.2003 0.8222 -3.9830
O 1.3486 0.9430 -2.3505
H 2.9021 -1.8641 -3.3698
H 1.5588 -1.6836 -2.2582
H 3.1402 -0.9725 -1.8758
H 1.3909 -0.8469 -5.2554
H 0.9354 0.8697 -5.0829
H 0.0437 -0.4556 -4.2069
H 3.4564 0.3628 -4.9582
H 4.0834 0.5818 -3.3430
H 3.0671 1.8996 -4.1348
C 3.3697 -2.5557 2.4596
C 4.1830 -1.9012 1.5287
C 3.8203 -0.6670 1.0372
C 2.6504 -0.0198 1.4633
C 1.8838 -0.6950 2.4372
C 2.2318 -1.9157 2.9404
Si 2.1196 1.6601 0.7679
C 1.7217 2.7860 2.2433
C 1.7694 2.3869 3.5885
C 1.4973 3.2938 4.5971
C 1.2405 4.6360 4.3132
C 1.2031 5.0673 2.9895
C 1.4801 4.1502 1.9778
C 3.7171 2.4187 0.1115
C 4.6807 2.9268 0.9683
C 5.9733 3.2178 0.5140
C 6.2441 3.1016 -0.8275
C 5.2686 2.7057 -1.7198
C 4.0170 2.3474 -1.2664
H 3.6299 -3.5331 2.8288
H 5.0630 -2.4215 1.2055
H 4.5096 -0.1684 0.3454
H 0.9721 -0.2524 2.8385
H 1.6274 -2.3968 3.7069
H 2.0132 1.3677 3.8714
H 1.4581 2.9700 5.6497
H 1.1746 5.3570 5.1263
H 1.0031 6.0854 2.7366
H 1.4533 4.5064 0.9515
H 4.4894 3.0508 2.0522
H 6.7331 3.5089 1.2584
H 7.2326 3.3650 -1.2056
H 5.5161 2.6171 -2.7747
H 3.2311 1.9658 -1.9614
C -1.4647 -0.3953 -2.4205
C -1.6801 -1.6328 -2.5058
C -1.7798 -2.9975 -2.2874
C -0.6518 -3.8960 -2.5284
C 0.1174 -3.8242 -3.7065
C 1.1647 -4.6962 -3.9441
C 1.4249 -5.7008 -3.0253
C 0.6803 -5.8286 -1.8670
C -0.3295 -4.9174 -1.6051
C -3.0386 -3.5286 -1.8325
C -3.2636 -4.9409 -1.6800
C -4.3729 -5.3938 -0.9877
C -5.4505 -4.5275 -0.6828
C -5.2999 -3.1589 -0.9337
C -4.1675 -2.6945 -1.5281
H -0.1931 -3.0818 -4.4568
H 1.7621 -4.6261 -4.8600
H 2.1968 -6.4340 -3.1615
H 1.0043 -6.6207 -1.1744
H -0.8676 -4.9699 -0.6598
H -2.5321 -5.6521 -2.0818
H -4.4699 -6.4441 -0.7085
H -6.3853 -4.9033 -0.2414
H -6.1565 -2.5051 -0.7250
H -4.0814 -1.6226 -1.7201
*
```

> The lowest maximum force belongs to which entry?

C48H31FeN13

> Which of these has the highest electronic energy?

C6HCeO6

> Which of these has the highest maximum force?

C6HCeO6